Record 1
C3H6N2O2 | ωB97M-V/def2-TZVPD

Output
maximum force: 2.783 eV/A
Kohn-Sham gap: 0.319 hartree
ΔE to the lowest compared entry with this formula, charge and spin: 145.63 kcal per mole
DFT total energy: -377.727255 Eh

Positions of all 13 atoms, in Å:
1 N 1.033 0.459 0.457
2 C 0.016 -0.603 0.500
3 C -1.162 0.101 0.023
4 N 2.022 0.584 -0.540
5 C -2.189 0.779 -0.368
6 O 0.426 -1.720 -0.254
7 O -0.619 -0.781 1.644
8 H 0.478 -2.443 0.386
9 H 1.236 0.841 1.374
10 H 1.657 0.990 -1.396
11 H 2.375 -0.345 -0.759
12 H -2.134 1.456 -1.211
13 H -3.140 0.681 0.143

Atomic partial charges in e from the Löwdin method, atoms 1 to 4:
1. N -0.06
2. C -0.80
3. C 0.14
4. N 0.01

Record 2
C4H6N2 | ωB97M-V/def2-TZVPD

Output
maximum force: 5.569 eV/A
SMILES string: C/C(C#N)=C/N
Kohn-Sham gap: 0.339 hartree
ΔE to the lowest compared entry with this formula, charge and spin: 46.82 kcal per mole
DFT total energy: -265.460965 Eh

Positions of all 12 atoms, in Å:
1 C -0.659 1.756 -0.296
2 C -0.426 0.197 -0.131
3 C 0.549 -0.291 0.758
4 C -0.831 -0.761 -1.101
5 H -0.969 2.009 -1.462
6 H 0.383 2.131 -0.007
7 H -1.533 2.186 0.355
8 H 0.881 0.404 1.619
9 H 1.746 -2.023 1.310
10 H 0.919 -2.224 -0.111
11 N 1.025 -1.603 0.768
12 N -1.084 -1.781 -1.702

Atomic partial charges in e from the Löwdin method, atoms 1 to 4:
1. C -0.09
2. C -0.32
3. C -0.14
4. C -0.23

Record 3
C5H9Cl | ωB97M-V/def2-TZVPD

Output
maximum force: 2.069 eV/A
SMILES string: C/C=C(\C)CCl
Kohn-Sham gap: 0.375 hartree
ΔE to the lowest compared entry with this formula, charge and spin: 12.38 kcal per mole
DFT total energy: -656.078073 Eh

Positions of all 15 atoms, in Å:
1 C 2.911 -0.272 -0.309
2 C 1.519 -0.738 -0.006
3 C 0.472 0.058 0.322
4 C 0.401 1.574 0.109
5 C -0.839 -0.479 0.752
6 H 2.992 0.792 -0.570
7 H 3.601 -0.493 0.545
8 H 3.300 -0.896 -1.093
9 H 1.362 -1.808 -0.135
10 H 0.044 1.753 -0.936
11 H -0.254 2.154 0.788
12 H 1.359 2.077 0.184
13 H -1.186 -0.085 1.733
14 H -0.902 -1.574 0.883
15 Cl -2.182 -0.164 -0.389

Atomic partial charges in e from the Löwdin method, atoms 1 to 4:
1. C -0.10
2. C -0.12
3. C -0.37
4. C -0.08

Record 4
C5H9N3 | ωB97M-V/def2-TZVPD

Output
maximum force: 11.018 eV/A
SMILES string: CC1=NN2C[C@@H]2[C@@H]1N
Kohn-Sham gap: 0.316 hartree
ΔE to the lowest compared entry with this formula, charge and spin: 170.91 kcal per mole
DFT total energy: -359.924912 Eh

Positions of all 17 atoms, in Å:
1 C 2.212 -0.583 -0.195
2 C 0.768 -0.672 0.220
3 C -1.700 -0.393 -0.645
4 C -1.271 -0.105 0.769
5 C 0.084 0.523 0.565
6 H 2.151 0.579 -0.442
7 H 2.493 -1.468 -0.865
8 H 2.816 -0.586 0.755
9 H -2.608 -0.705 -1.005
10 H -1.105 -0.015 -1.452
11 H -2.276 -0.042 1.442
12 H 0.489 0.998 1.576
13 H 0.062 2.518 0.488
14 H -1.066 1.615 -0.990
15 N 0.068 -1.790 -0.041
16 N -1.104 -1.489 0.191
17 N -0.012 1.617 -0.370

Atomic partial charges in e from the Löwdin method, atoms 1 to 4:
1. C -0.04
2. C -0.34
3. C -0.09
4. C -0.15

Record 5
C6H24ClN12O10 | ωB97M-V/def2-TZVPD

Output
maximum force: 3.605 eV/A
Kohn-Sham gap: 0.344 hartree
charge: -1
ΔE to the lowest compared entry with this formula, charge and spin: 38.09 kcal per mole
DFT total energy: -2112.761983 Eh

Positions of all 53 atoms, in Å:
1 Cl 0.665 -0.243 0.916
2 O 0.003 -0.322 -0.363
3 O 0.051 -1.240 1.813
4 O 2.103 -0.311 0.766
5 O 0.380 0.970 1.646
6 C -2.018 -4.554 -0.612
7 O -1.574 -4.759 -1.754
8 N -1.954 -3.336 -0.034
9 N -2.639 -5.487 0.107
10 H -1.679 -2.551 -0.595
11 H -2.372 -3.271 0.885
12 H -3.317 -5.254 0.822
13 H -3.081 -6.225 -0.422
14 C 1.809 4.466 0.591
15 O 1.660 5.605 0.154
16 N 1.425 4.151 1.851
17 N 2.310 3.397 -0.063
18 H 1.539 3.185 2.109
19 H 0.676 4.720 2.205
20 H 2.609 3.550 -1.010
21 H 2.328 2.505 0.408
22 C 4.287 -0.623 -3.005
23 O 5.090 -1.129 -2.234
24 N 3.022 -0.325 -2.693
25 N 4.538 -0.288 -4.317
26 H 2.666 -0.620 -1.794
27 H 2.442 0.177 -3.339
28 H 5.455 -0.577 -4.618
29 H 3.774 -0.127 -4.942
30 C 0.773 1.195 5.189
31 O 0.626 0.743 6.320
32 N -0.022 2.230 4.780
33 N 1.825 0.956 4.378
34 H 0.097 2.703 3.902
35 H -0.689 2.604 5.428
36 H 1.542 1.018 3.408
37 H 2.553 0.331 4.670
38 C -0.417 1.744 -4.320
39 O -0.155 2.898 -4.670
40 N 0.165 1.193 -3.228
41 N -0.951 0.829 -5.156
42 H -0.059 0.229 -3.038
43 H 0.689 1.676 -2.521
44 H -1.023 -0.150 -4.939
45 H -1.497 1.134 -5.942
46 C -4.066 -2.068 1.867
47 O -3.662 -3.164 2.239
48 N -3.300 -0.965 2.005
49 N -5.248 -1.833 1.289
50 H -2.358 -1.035 2.361
51 H -3.619 -0.156 1.505
52 H -5.604 -0.957 0.957
53 H -5.799 -2.638 1.039

Atomic partial charges in e from the Löwdin method, atoms 1 to 4:
1. Cl 0.66
2. O -0.37
3. O -0.37
4. O -0.35

Record 6
C2H4N4O | ωB97M-V/def2-TZVPD

Output
maximum force: 8.059 eV/A
SMILES string: [H]/N=C1\NN=CNO1
Kohn-Sham gap: 0.367 hartree
ΔE to the lowest compared entry with this formula, charge and spin: 135.38 kcal per mole
DFT total energy: -372.684587 Eh

Positions of all 11 atoms, in Å:
1 C 0.973 0.057 0.018
2 C -1.635 0.183 0.216
3 H 3.106 0.522 0.094
4 H 0.864 1.763 0.274
5 H -2.674 -0.026 0.751
6 H -1.507 -2.087 -0.238
7 N 2.250 -0.270 0.137
8 N 0.303 1.159 -0.369
9 N -1.037 1.250 0.093
10 N -1.201 -0.992 -0.272
11 O 0.247 -1.205 0.074

Atomic partial charges in e from the Löwdin method, atoms 1 to 4:
1. C -0.49
2. C -0.31
3. H 0.13
4. H 0.15

Record 7
C13H13ClIrN2O2 | ωB97M-V/def2-TZVPD

Output
spin multiplicity: 6
maximum force: 6.563 eV/A
Kohn-Sham gap (alpha / beta): 0.197 / 0.171 hartree
charge: +2
ΔE to the lowest compared entry with this formula, charge and spin: 2.53 kcal per mole
<S²>: 8.824
DFT total energy: -1326.867191 Eh

Positions of all 32 atoms, in Å:
1 Cl 0.006 0.921 -2.081
2 C -0.648 -2.150 -1.027
3 C -0.222 -1.909 0.351
4 C 1.221 -1.511 0.274
5 H -0.687 -2.314 1.249
6 C 1.605 -1.602 -1.117
7 C 0.473 -2.036 -1.862
8 H 0.516 -2.276 -2.929
9 H -1.664 -2.419 -1.325
10 H 1.916 -1.480 1.116
11 C 2.936 -1.287 -1.678
12 Ir -0.209 0.153 0.283
13 C -0.360 0.177 2.184
14 C -1.899 0.891 -0.166
15 O -0.408 0.251 3.337
16 O -2.898 1.393 -0.471
17 H 3.562 -0.815 -0.913
18 H 2.834 -0.597 -2.528
19 H 3.452 -2.192 -2.035
20 N 2.552 5.743 0.910
21 C 1.981 4.520 0.793
22 C 0.695 4.265 1.310
23 C 0.131 3.011 1.125
24 N 0.794 2.030 0.489
25 C 2.016 2.255 -0.048
26 C 2.649 3.476 0.110
27 H 2.092 6.501 1.392
28 H 3.471 5.928 0.537
29 H 0.122 5.039 1.817
30 H -0.878 2.780 1.486
31 H 2.467 1.448 -0.637
32 H 3.630 3.638 -0.333

Atomic partial charges in e from the Löwdin method, atoms 1 to 4:
1. Cl 0.27
2. C -0.06
3. C -0.29
4. C -0.17